This record from the OMol25 dataset describes a gas-phase ion, C12H16N3 (charge +1) at a distorted geometry. The level of theory is the ωB97M-V functional and the def2-TZVPD basis.

```
31
Properties=species:S:1:pos:R:3:lowdin_charge:R:1
C 4.504 0.785 -0.025 -0.07
C 4.798 -0.544 -0.071 -0.08
C 3.199 1.268 0.076 -0.02
C 3.809 -1.455 0.147 0.00
C 2.215 0.385 0.252 -0.17
C 0.781 0.441 0.245 -0.20
C 2.533 -0.956 0.337 -0.20
C 0.322 -0.807 0.424 0.02
C 0.125 1.802 0.163 -0.13
C -1.327 1.658 0.483 -0.13
C -2.318 -0.685 0.067 -0.32
C -2.599 -1.641 -1.006 -0.01
N 1.349 -1.656 0.487 0.09
N -2.958 -0.767 1.266 0.16
N -1.889 0.637 -0.491 0.08
H 5.358 1.385 -0.134 0.10
H 5.779 -0.871 -0.270 0.10
H 3.248 2.311 -0.128 0.11
H 4.031 -2.478 0.096 0.10
H 0.400 2.413 1.014 0.13
H 0.275 2.435 -0.708 0.14
H -1.536 1.272 1.496 0.12
H -1.994 2.543 0.493 0.15
H -3.340 -1.198 -1.636 0.09
H -3.090 -2.528 -0.649 0.10
H -1.685 -1.842 -1.548 0.10
H 1.408 -2.509 0.962 0.14
H -2.597 -0.461 2.175 0.13
H -3.697 -1.419 1.380 0.11
H -2.718 1.013 -0.917 0.17
H -1.044 0.505 -1.115 0.18
```

Computed properties:
largest force on an atom: 4.220 eV/Å
frontier orbital gap (spin up / spin down): 0.258 / 0.235 Eh
charge: +1
E_tot: -17163.2121 eV
molecular weight: 202.281 g mol⁻¹

***

This record from the OMol25 dataset describes C12H16N6O2S3 in the gas phase at a distorted geometry. The level of theory is the ωB97M-V functional and the def2-TZVPD basis.

```
39
Properties=species:S:1:pos:R:3:lowdin_charge:R:1
C 2.086 3.754 2.176 -0.08
C 2.445 2.418 1.659 -0.63
N 3.360 1.665 2.147 -0.01
N 3.509 0.498 1.530 0.01
C 2.692 0.338 0.546 -0.58
N 2.651 -0.779 -0.240 0.12
C 1.702 -0.959 -1.209 -0.50
O 0.876 -0.103 -1.447 -0.01
C 1.823 -2.273 -1.942 -0.16
C 0.806 -2.394 -3.073 -0.46
S -0.678 -3.360 -2.640 0.88
C -1.684 -2.190 -1.662 -0.46
C -1.710 -2.539 -0.166 -0.16
C -0.587 -1.871 0.569 -0.46
O 0.476 -2.392 0.828 0.08
N -0.787 -0.565 0.966 0.11
C -1.817 0.287 0.714 -0.60
N -2.904 0.031 0.074 0.01
N -3.734 1.063 -0.005 0.00
C -3.326 2.134 0.562 -0.64
C -4.069 3.409 0.604 -0.09
S -1.737 1.947 1.313 1.05
S 1.614 1.694 0.276 1.09
H 2.694 3.976 3.048 0.08
H 1.031 3.780 2.449 0.06
H 2.256 4.511 1.413 0.08
H 3.268 -1.533 0.028 0.17
H 2.840 -2.347 -2.336 0.12
H 1.683 -3.078 -1.217 0.11
H 0.478 -1.410 -3.407 0.08
H 1.231 -2.936 -3.917 0.07
H -1.300 -1.189 -1.839 0.06
H -2.692 -2.262 -2.066 0.07
H -1.604 -3.619 -0.048 0.11
H -2.661 -2.211 0.251 0.10
H 0.009 -0.153 1.442 0.11
H -3.495 4.197 0.117 0.08
H -4.249 3.709 1.635 0.08
H -5.018 3.283 0.091 0.08
```

Computed properties:
largest force on an atom: 1.745 eV/Å
frontier orbital gap: 0.331 Eh
SMILES: Cc1nnc(NC(=O)CCSCCC(=O)Nc2nnc(C)s2)s1
E_tot: -58245.2116 eV
molecular weight: 372.501 g mol⁻¹

***

This record from the OMol25 dataset describes a molecular structure, C12H17BFeN6O at a distorted geometry. The level of theory is the ωB97M-V functional and the def2-TZVPD basis.

```
38
Properties=species:S:1:pos:R:3:lowdin_charge:R:1
H 2.722 -1.106 1.954 0.11
N 0.790 -0.972 1.087 0.01
B -1.671 -1.388 0.487 -0.48
N -0.384 -1.680 1.313 -0.02
C -0.210 -2.581 2.298 -0.07
Fe 0.844 0.704 -0.422 0.66
H -1.054 -3.196 2.588 0.12
C 1.116 -2.484 2.726 -0.06
H 1.584 -3.059 3.499 0.08
C 1.703 -1.472 1.940 -0.11
H -2.605 -2.080 0.818 0.12
C 1.040 1.849 -1.816 -0.21
H 2.031 2.315 -1.924 0.03
H 0.280 2.624 -1.559 0.05
H 0.706 1.316 -2.726 0.03
N -1.281 -1.608 -1.007 -0.02
N -1.945 0.129 0.671 0.00
N -0.208 -0.922 -1.563 -0.01
N -0.976 1.078 0.378 -0.03
C -1.836 -2.426 -1.925 -0.07
C -3.049 0.736 1.136 -0.06
H -2.684 -3.028 -1.633 0.12
H -3.893 0.125 1.422 0.12
C -1.121 -2.273 -3.115 -0.06
C -2.817 2.113 1.133 -0.05
C -0.120 -1.322 -2.843 -0.13
C -1.514 2.283 0.653 -0.11
H -1.301 -2.765 -4.045 0.08
H -3.496 2.883 1.436 0.09
H 0.631 -0.915 -3.509 0.11
H -0.955 3.192 0.482 0.11
H 2.225 0.286 -1.140 0.05
C 3.262 2.365 0.264 -0.09
C 1.920 1.770 0.650 -0.52
O 1.460 1.962 1.779 0.00
H 3.606 1.973 -0.704 0.04
H 4.035 2.107 1.019 0.09
H 3.161 3.469 0.198 0.09
```

Computed properties:
spin multiplicity: 5
largest force on an atom: 5.031 eV/Å
frontier orbital gap (spin up / spin down): 0.222 / 0.297 Eh
E_tot: -58768.4872 eV
molecular weight: 327.966 g mol⁻¹

***

This record from the OMol25 dataset describes a molecular structure, C12H17BrFN5O4Tc. The level of theory is the ωB97M-V functional and the def2-TZVPD basis.

```
41
Properties=species:S:1:pos:R:3:lowdin_charge:R:1
Tc -0.413 0.571 1.120 1.80
N 0.859 -1.214 1.640 -0.01
C 1.415 -1.881 0.438 -0.23
C 1.472 -3.424 0.539 -0.11
C 2.854 -4.083 0.324 -0.14
C 2.999 -4.785 -1.027 -0.14
N 2.930 -3.876 -2.165 0.10
C 3.944 -3.374 -2.858 -0.42
N 5.201 -3.778 -2.666 0.22
N 3.695 -2.423 -3.761 0.22
C 0.612 -1.390 -0.777 -0.50
O 0.670 -1.880 -1.872 0.13
O -0.140 -0.330 -0.500 -0.17
H 1.596 -0.921 2.277 0.13
H 0.292 -1.874 2.173 0.12
H 2.421 -1.481 0.281 0.16
H 0.752 -3.851 -0.163 0.13
H 1.106 -3.703 1.529 0.12
H 2.998 -4.848 1.087 0.13
H 3.660 -3.359 0.463 0.12
H 2.195 -5.511 -1.153 0.14
H 3.920 -5.365 -1.070 0.12
H 2.027 -3.455 -2.346 0.13
H 5.406 -4.589 -2.109 0.12
H 5.937 -3.454 -3.272 0.14
H 2.756 -2.094 -3.913 0.13
H 4.413 -2.088 -4.380 0.14
F -0.193 0.852 2.899 -0.38
Br 1.710 7.553 -0.618 0.84
C 0.278 6.384 -0.321 -0.65
C -1.040 6.865 -0.365 -0.11
N -2.108 6.107 -0.163 0.12
C -1.933 4.825 0.089 -0.03
C -0.655 4.251 0.152 -0.12
C 0.481 5.049 -0.057 -0.01
C -0.527 2.863 0.440 -0.45
O 0.585 2.227 0.554 -0.04
O -1.542 2.048 0.670 -0.12
H -1.224 7.913 -0.572 0.12
H -2.822 4.226 0.252 0.14
H 1.477 4.629 -0.009 0.13
```

Computed properties:
spin multiplicity: 2
largest force on an atom: 0.664 eV/Å
frontier orbital gap (spin up / spin down): 0.219 / 0.231 Eh
charge: +2
E_tot: -103305.5682 eV
molecular weight: 492.201 g mol⁻¹

***

This record from the OMol25 dataset describes a molecular structure, C12H17Cl2F3O4Ti at a distorted geometry. The level of theory is the ωB97M-V functional and the def2-TZVPD basis.

```
39
Properties=species:S:1:pos:R:3:lowdin_charge:R:1
C 0.157 -1.525 -1.101 -0.36
C 1.021 -0.397 -1.322 -0.30
C 0.218 0.780 -1.334 -0.25
C 2.431 -0.451 -1.730 -0.11
C -1.154 0.381 -1.293 -0.27
C -1.205 -1.027 -1.118 -0.31
C -2.421 -1.864 -1.111 -0.08
C 0.525 -2.952 -1.234 -0.11
C 0.705 2.151 -1.550 -0.08
C -2.316 1.264 -1.492 -0.07
Ti 0.018 -0.817 1.285 0.90
Cl 3.002 1.079 1.162 -0.19
Cl 1.992 -1.954 1.455 0.09
O -1.619 0.101 1.387 -0.33
H 2.843 -1.446 -1.545 0.06
H 2.990 0.263 -1.098 -0.02
H 2.560 -0.191 -2.794 0.07
H 1.605 2.314 -0.938 0.04
H -0.041 2.893 -1.238 0.06
H 0.947 2.326 -2.613 0.07
H -2.139 2.248 -1.040 0.07
H -3.202 0.818 -1.025 0.06
H -2.539 1.426 -2.560 0.07
H -3.248 -1.351 -0.599 0.07
H -2.239 -2.818 -0.598 0.06
H -2.738 -2.085 -2.142 0.07
H 1.517 -3.120 -0.806 0.02
H 0.529 -3.246 -2.293 0.07
H -0.185 -3.584 -0.692 0.06
H -1.741 1.021 1.665 0.02
O -0.881 -2.337 1.835 -0.37
H -1.795 -2.263 2.183 0.02
F 1.681 3.562 3.852 0.11
C 1.128 2.336 3.982 -0.50
F 1.968 1.550 4.677 0.12
F -0.016 2.487 4.748 0.08
C 0.665 1.660 2.612 -0.64
O 0.314 2.390 1.672 0.01
O 0.664 0.373 2.753 -0.23
```

Computed properties:
largest force on an atom: 2.496 eV/Å
frontier orbital gap: 0.199 Eh
charge: -2
E_tot: -77228.0622 eV
molecular weight: 401.031 g mol⁻¹

***

This record from the OMol25 dataset describes 2 unconnected molecules or ions with the total composition C12H17Cl2N2O at a distorted geometry. The level of theory is the ωB97M-V functional and the def2-TZVPD basis.

```
34
Properties=species:S:1:pos:R:3:lowdin_charge:R:1
N 0.688 -0.472 0.113 0.05
C 0.133 -1.211 -0.925 -0.16
C -1.365 -0.913 -1.579 -0.10
C -2.533 -0.674 -0.411 -0.22
C -3.318 -2.082 -0.127 -0.10
O -4.197 -2.311 -1.322 -0.18
C -5.269 -1.320 -1.140 -0.17
C -4.795 0.244 -1.176 -0.09
N -3.408 0.527 -0.662 0.04
H 1.637 -0.832 0.366 0.00
H 0.832 -2.081 -1.348 0.13
H -1.225 0.054 -2.261 0.13
H -1.642 -1.792 -2.322 0.13
H -1.911 -0.434 0.580 0.17
H -3.978 -1.958 0.835 0.14
H -2.590 -3.020 -0.058 0.18
H -5.888 -1.537 -0.143 0.15
H -6.053 -1.475 -2.019 0.16
H -5.002 0.705 -2.257 0.16
H -5.545 0.835 -0.458 0.16
H -2.921 1.119 -1.401 0.19
H -3.417 1.117 0.205 0.20
Cl 5.303 -1.448 0.531 0.67
C 5.211 0.193 1.063 -0.69
C 4.263 0.628 1.997 -0.69
Cl 3.108 -0.439 2.713 0.67
C 4.232 1.973 2.382 -0.11
C 5.145 2.880 1.840 -0.08
C 6.092 2.446 0.914 -0.08
C 6.125 1.105 0.526 -0.10
H 3.498 2.320 3.105 0.11
H 5.117 3.924 2.141 0.11
H 6.806 3.151 0.494 0.11
H 6.867 0.776 -0.198 0.11
```

Computed properties:
largest force on an atom: 6.210 eV/Å
frontier orbital gap: 0.280 Eh
charge: +1
E_tot: -42781.6188 eV
molecular weight: 276.187 g mol⁻¹